The following is a DFT calculation (ωB97M-V/def2-TZVPD) of a cluster of 7 separate species, C38H69BNO9 in total.

The geometry in XYZ format:
```
118
Properties=species:S:1:pos:R:3:forces:R:3
C -2.4380 2.7667 -0.3959 0.779 -0.249 0.053
O -2.9126 1.8088 -1.2943 -0.349 0.367 0.266
C -4.2270 1.2630 -0.9827 -0.267 -0.688 -0.071
B -4.2549 -0.3261 -0.5622 -0.264 0.586 -1.252
C -3.5876 -1.1775 -1.8517 0.429 0.081 0.264
C -2.1694 -1.5476 -1.5950 -0.668 -0.024 -0.505
C -1.8359 -2.7024 -0.9329 -1.377 -1.072 0.609
C -0.5563 -3.0655 -0.6377 -0.006 -0.499 0.390
C 0.4674 -2.2376 -1.0148 0.932 -0.680 0.364
C 0.1819 -1.0943 -1.7093 0.953 1.224 -0.305
C 1.3167 -0.1954 -2.1547 -0.456 -0.669 -0.310
C -1.1178 -0.7621 -1.9935 -0.148 0.753 -0.533
N -3.4672 -0.6503 0.7597 -1.146 -0.300 0.673
C -3.5850 0.3604 1.7740 0.018 0.350 0.276
C -2.2883 0.8443 2.4017 -0.613 0.261 -0.028
O -4.6505 0.8028 2.1615 0.642 -0.276 -0.355
C -3.8438 -1.8713 1.3681 -0.290 -0.513 0.570
C -2.8486 -2.4129 2.4020 0.647 0.779 -0.567
O -4.8696 -2.4952 1.1570 0.756 0.171 -0.437
H -1.4531 2.4392 -0.0313 -0.004 0.070 0.057
H -3.0683 2.8982 0.4865 -0.188 0.039 -0.083
H -2.2646 3.7409 -0.8738 -0.276 0.044 -0.077
H -4.7935 1.3091 -1.9202 -0.003 0.043 -0.033
H -4.7838 1.8993 -0.2830 0.327 0.223 0.081
H -5.4343 -0.6210 -0.5425 -0.143 0.094 0.285
H -4.1779 -2.0586 -2.1063 0.044 -0.130 0.183
H -3.5892 -0.5515 -2.7471 -0.238 0.146 0.019
H -2.6644 -3.3319 -0.6182 0.053 -0.152 0.029
H -0.3823 -3.9844 -0.0940 0.155 -0.089 0.056
H 1.4853 -2.5076 -0.7535 0.119 0.134 -0.125
H 2.1804 -0.3711 -1.5276 0.182 0.252 -0.013
H 1.0357 0.8556 -2.1727 0.017 0.073 0.181
H 1.5749 -0.4753 -3.1818 0.206 0.109 -0.010
H -1.3433 0.1454 -2.5387 0.080 0.166 0.020
H -2.4714 1.8173 2.8578 0.025 0.053 -0.041
H -1.4778 0.8891 1.6847 0.093 -0.175 0.005
H -2.0382 0.1526 3.2015 0.174 -0.122 -0.070
H -1.8714 -1.9851 2.1733 0.036 -0.069 0.089
H -2.7504 -3.4922 2.3295 -0.392 -0.087 0.179
H -3.0969 -2.0732 3.4080 -0.262 -0.272 0.087
C 1.6891 -1.3757 4.6494 0.091 -0.230 0.106
C 2.3859 -1.4823 3.2981 -0.005 0.137 -0.033
C 1.2011 -1.5829 2.3453 -0.036 -0.083 -0.006
O 0.1321 -0.8467 2.9491 0.406 -0.134 0.133
C 0.4691 -0.5411 4.3033 -0.037 0.146 -0.125
H 2.3013 -0.9243 5.4276 -0.054 0.061 0.000
H 1.3795 -2.3683 4.9883 -0.013 0.006 -0.019
H 2.9512 -0.5675 3.0985 0.003 -0.013 -0.011
H 3.0688 -2.3280 3.2185 -0.027 -0.016 -0.008
H 0.8741 -2.6214 2.2223 0.057 -0.013 -0.065
H 1.4109 -1.1704 1.3584 -0.120 0.005 0.014
H 0.6911 0.5288 4.3634 0.027 -0.011 0.100
H -0.3848 -0.7556 4.9497 -0.052 0.014 -0.057
C -1.8616 -5.6195 -4.8084 0.078 -0.132 0.056
C -1.5016 -4.5643 -3.7678 -0.137 0.080 -0.166
C -0.0304 -4.3258 -4.0622 0.105 -0.068 0.042
O 0.1460 -4.5575 -5.4710 -0.073 -0.080 0.052
C -1.0253 -5.1783 -6.0009 -0.009 0.168 -0.036
H -2.9269 -5.6704 -5.0331 0.002 0.031 -0.005
H -1.5370 -6.6068 -4.4670 -0.014 -0.006 -0.031
H -2.0719 -3.6509 -3.9487 0.001 0.012 0.090
H -1.6815 -4.8758 -2.7426 0.006 0.026 0.009
H 0.6047 -5.0340 -3.5177 -0.011 0.032 0.052
H 0.2889 -3.3139 -3.8149 0.013 0.005 -0.044
H -1.5609 -4.4380 -6.6069 -0.070 -0.065 -0.023
H -0.7348 -6.0101 -6.6469 0.067 0.033 -0.012
C 6.1323 2.0378 -1.3701 0.243 -0.073 -0.035
C 5.4960 2.3410 -2.7207 -0.096 0.117 0.016
C 4.6366 1.1041 -2.9441 0.014 -0.149 -0.019
O 4.2379 0.6479 -1.6506 0.372 0.161 0.041
C 4.9991 1.3288 -0.6472 -0.201 0.094 0.021
H 6.4819 2.9219 -0.8401 -0.084 0.007 0.034
H 6.9792 1.3582 -1.5020 -0.022 -0.012 0.000
H 4.8624 3.2283 -2.6416 0.002 -0.008 -0.011
H 6.2166 2.5078 -3.5210 -0.001 -0.030 -0.002
H 5.2077 0.3045 -3.4293 0.012 0.048 -0.074
H 3.7488 1.3080 -3.5441 -0.049 -0.060 0.053
H 4.3410 2.0464 -0.1463 0.076 0.029 0.063
H 5.3521 0.6082 0.0919 -0.053 -0.055 -0.028
C -7.5877 -3.7079 -4.8417 0.036 -0.134 -0.036
C -8.1528 -3.5072 -3.4403 -0.083 0.104 -0.027
C -6.9588 -2.9107 -2.7064 0.113 -0.047 0.113
O -6.2152 -2.1744 -3.6807 -0.148 -0.091 -0.206
C -6.6866 -2.4881 -4.9867 -0.038 0.144 0.124
H -8.3480 -3.7699 -5.6210 0.002 0.019 0.000
H -6.9900 -4.6227 -4.8747 0.004 0.012 -0.012
H -8.9741 -2.7861 -3.4704 0.001 -0.010 0.014
H -8.5209 -4.4226 -2.9775 0.027 -0.006 0.003
H -6.3092 -3.6920 -2.2981 -0.053 -0.007 0.069
H -7.2458 -2.2450 -1.8933 0.133 0.046 0.005
H -7.2463 -1.6245 -5.3671 -0.020 -0.048 -0.103
H -5.8356 -2.6669 -5.6469 0.041 0.039 0.032
C 3.4111 3.4274 6.4030 0.016 0.052 -0.194
C 1.9797 3.6732 6.8600 -0.008 0.015 0.190
C 1.3031 2.3655 6.4780 -0.009 -0.078 -0.157
O 2.3028 1.3402 6.5816 0.015 0.335 0.039
C 3.5884 1.9519 6.7222 0.007 -0.160 0.163
H 4.1469 4.0596 6.8986 -0.001 -0.020 0.020
H 3.4912 3.5905 5.3255 0.017 -0.005 0.009
H 1.9515 3.8085 7.9443 -0.012 0.008 -0.011
H 1.5136 4.5417 6.3970 -0.013 -0.024 -0.026
H 0.9480 2.3912 5.4438 -0.066 0.075 0.024
H 0.4620 2.1207 7.1270 0.027 -0.101 -0.007
H 3.9234 1.8083 7.7558 0.079 0.033 -0.018
H 4.2976 1.4581 6.0560 -0.045 -0.062 -0.002
C 6.7556 6.8105 0.6684 0.021 0.029 -0.165
C 5.2859 7.0193 1.0127 0.000 0.013 0.164
C 4.6793 5.6857 0.6024 -0.041 -0.070 -0.164
O 5.6973 4.6972 0.7974 0.051 0.177 0.015
C 6.9518 5.3443 1.0250 -0.038 -0.072 0.160
H 7.4330 7.4718 1.2074 -0.005 -0.016 0.019
H 6.9121 6.9610 -0.4025 0.018 -0.004 0.012
H 5.1730 7.1683 2.0893 -0.018 0.004 -0.011
H 4.8300 7.8666 0.5029 -0.001 -0.019 -0.023
H 4.3996 5.6847 -0.4563 -0.056 0.049 0.015
H 3.8014 5.4209 1.1919 0.024 -0.082 -0.004
H 7.2116 5.2242 2.0825 0.080 0.037 -0.013
H 7.7232 4.8621 0.4221 -0.041 -0.063 -0.004
```
Forces are in eV/Å.

Calculated values
2S+1 = 1
Total charge = -1
Energy = -61117.8378 eV
Highest occupied orbital energy = -4.466 eV
HOMO-LUMO gap = 6.26 eV